(1)
C5H10N2O | wB97M-V/def2-TZVPD

As for the calculated total energy: -381.2104 hartree. The SMILES is [H]/N=C(\C)N1C[C@H]1CO. As for the HOMO-LUMO gap: 10.59 eV. As for the charge: 0. Its HOMO energy is -0.3549 hartree.

Structure (XYZ):
```
18
Properties=species:S:1:pos:R:3:mulliken_charge:R:1
C 0.93553 -0.46468 2.01810 -1.139
C -0.00969 -0.67662 0.88354 0.807
C -0.17346 -1.07219 -1.55308 -0.232
C 0.52911 0.22300 -1.32889 -0.204
C -0.16928 1.55938 -1.04304 -0.487
H 1.60276 -1.33756 2.09206 0.287
H 0.44862 -0.27227 2.98801 0.391
H 1.63678 0.33873 1.83427 0.281
H -1.54304 -0.69046 1.96917 0.196
H -1.26282 -1.10965 -1.44062 0.224
H 0.18370 -1.83241 -2.23553 0.240
H 1.51997 0.36971 -1.78686 0.319
H 0.00529 2.30063 -1.84582 0.383
H 0.30084 2.01011 -0.12896 0.205
H -1.76601 0.78642 -0.19049 0.386
N -1.28344 -0.79056 1.00146 -0.778
N 0.64516 -0.85909 -0.37366 -0.280
O -1.60004 1.51751 -0.85967 -0.602
```

(2)
C4H3NO3 | wB97M-V/def2-TZVPD

As for the calculated total energy: -434.6212 hartree. The SMILES is CC(=O)n1c(=O)c1=O. As for the HOMO-LUMO gap: 9.33 eV. As for the charge: 0. Its HOMO energy is -0.3511 hartree.

Structure (XYZ):
```
11
Properties=species:S:1:pos:R:3:mulliken_charge:R:1
C 3.57726 -0.07749 -0.56410 0.349
C 3.26383 0.89394 0.48011 0.394
C 0.91261 -1.02689 0.14357 0.621
C 0.68745 -1.84434 -1.11265 -0.831
N 2.36259 -0.08051 0.09103 -0.054
O 4.30270 -0.59201 -1.35349 -0.502
O 3.35309 1.87534 1.10388 -0.456
O 0.24884 -0.92560 1.12702 -0.398
H 1.54658 -1.86272 -1.75621 0.305
H -0.18330 -1.43168 -1.56778 0.255
H 0.51806 -2.86575 -0.86474 0.316
```